Entry 1:
A cluster of 14 separate species, C29H76BO21 in total, computed with the ωB97M-V functional and the def2-TZVPD basis.

Last column: Mulliken charge in e.
Atoms and positions in Å:
O1 -3.223 -48.284 -1.149  -0.938
C1 -3.315 -49.340 -0.601  0.384
O2 -3.317 -49.540 0.712  0.126
B1 -3.342 -50.996 0.994  0.380
O3 -3.501 -51.633 -0.340  -0.053
C2 -3.444 -50.720 -1.269  0.009
O4 -3.490 -50.924 -2.455  -0.473
O5 -4.477 -51.350 1.897  -0.846
C3 -3.988 -51.682 3.064  0.639
O6 -4.601 -51.860 4.079  -0.347
C4 -2.435 -51.785 2.926  0.277
O7 -2.134 -51.446 1.682  -0.071
O8 -1.677 -52.119 3.780  -0.500
C5 -4.252 -45.228 0.257  -0.028
O9 -5.445 -44.561 0.599  -0.567
H1 -3.350 -44.615 0.421  0.241
H2 -4.080 -46.088 0.912  -0.048
H3 -4.184 -45.509 -0.790  0.173
H4 -5.337 -44.177 1.471  0.307
C6 -1.059 -48.210 -3.723  -0.691
C7 -0.752 -49.684 -3.775  0.927
O10 0.320 -49.986 -4.684  -0.638
H5 -1.345 -47.761 -4.675  0.351
H6 -0.246 -47.647 -3.260  0.325
H7 -1.938 -48.094 -3.088  -0.208
H8 -1.630 -50.200 -4.175  0.061
H9 -0.536 -50.051 -2.769  -0.382
H10 0.713 -50.824 -4.434  0.338
C8 0.235 -47.168 -0.307  -1.471
C9 -1.071 -47.396 0.468  1.565
O11 -1.251 -46.393 1.469  -0.590
H11 0.174 -46.282 -0.942  0.500
H12 0.468 -48.046 -0.913  0.147
H13 1.080 -47.035 0.371  0.335
H14 -1.050 -48.392 0.906  -0.803
H15 -1.926 -47.371 -0.214  0.037
H16 -1.071 -45.542 1.059  0.315
C10 -6.753 -51.974 -0.450  -0.427
C11 -6.934 -51.048 -1.642  0.253
O12 -8.239 -50.457 -1.545  -0.590
H17 -7.564 -52.698 -0.385  0.560
H18 -6.633 -51.426 0.484  0.099
H19 -5.816 -52.524 -0.560  -0.147
H20 -6.800 -51.638 -2.553  0.129
H21 -6.235 -50.208 -1.625  -0.097
H22 -8.408 -49.984 -2.366  0.325
C12 1.049 -53.650 5.223  -0.865
C13 1.831 -52.741 4.283  0.038
O13 3.223 -53.039 4.351  -0.596
H23 1.187 -54.684 4.889  0.328
H24 -0.019 -53.438 5.238  0.039
H25 1.469 -53.612 6.230  0.356
H26 1.715 -51.695 4.563  0.267
H27 1.425 -52.871 3.274  0.123
H28 3.343 -53.952 4.074  0.321
C14 -6.911 -54.782 3.794  -0.822
C15 -7.289 -53.428 3.230  0.489
O14 -7.361 -52.448 4.262  -0.633
H29 -5.968 -54.710 4.337  0.027
H30 -6.827 -55.568 3.041  0.303
H31 -7.663 -55.100 4.519  0.327
H32 -8.267 -53.448 2.741  0.415
H33 -6.603 -53.074 2.453  -0.499
H34 -6.449 -52.118 4.382  0.327
C16 -1.911 -55.357 4.034  -0.777
C17 -2.793 -54.789 5.163  0.698
O15 -3.377 -55.907 5.864  -0.588
H35 -1.377 -54.604 3.446  -0.068
H36 -2.595 -55.872 3.362  0.244
H37 -1.099 -55.968 4.433  0.598
H38 -3.618 -54.225 4.738  -0.585
H39 -2.230 -54.181 5.873  0.168
H40 -2.646 -56.297 6.354  0.346
C18 -3.316 -54.319 -3.133  -0.572
C19 -4.652 -54.297 -3.829  0.016
O16 -5.539 -55.171 -3.087  -0.548
H41 -3.331 -53.898 -2.134  -0.232
H42 -2.647 -53.710 -3.749  0.372
H43 -2.926 -55.336 -3.146  0.368
H44 -4.599 -54.563 -4.889  0.377
H45 -5.134 -53.312 -3.812  -0.059
H46 -6.429 -55.005 -3.416  0.300
C20 -2.748 -50.574 6.541  -0.545
C21 -4.163 -50.250 6.959  0.122
O17 -4.225 -50.251 8.389  -0.573
H47 -2.476 -51.610 6.746  0.204
H48 -1.965 -49.941 6.961  0.498
H49 -2.633 -50.483 5.460  -0.134
H50 -4.825 -51.023 6.561  -0.031
H51 -4.533 -49.314 6.538  0.161
H52 -5.004 -49.755 8.654  0.325
C22 -1.913 -55.396 0.057  -1.376
C23 -3.214 -54.885 0.685  1.802
O18 -3.952 -56.029 1.171  -0.595
H53 -2.068 -56.120 -0.746  0.353
H54 -1.333 -55.985 0.772  0.330
H55 -1.335 -54.549 -0.322  0.249
H56 -3.822 -54.369 -0.055  -0.088
H57 -2.952 -54.288 1.559  -0.935
H58 -4.675 -56.149 0.548  0.345
C24 1.438 -50.243 1.487  -1.152
C25 0.736 -50.523 0.175  0.839
O19 1.595 -50.073 -0.867  -0.582
H59 2.355 -50.809 1.656  0.399
H60 0.796 -50.478 2.344  -0.024
H61 1.638 -49.172 1.560  0.239
H62 -0.187 -49.934 0.238  -0.472
H63 0.431 -51.572 0.151  0.394
H64 1.581 -50.699 -1.595  0.294
C26 -5.498 -47.992 -3.741  -0.942
C27 -4.638 -48.885 -4.600  1.024
O20 -4.888 -48.531 -5.977  -0.608
H65 -6.572 -48.121 -3.873  0.308
H66 -5.245 -46.944 -3.921  0.344
H67 -5.306 -48.130 -2.675  0.040
H68 -4.904 -49.942 -4.485  -0.139
H69 -3.576 -48.833 -4.379  -0.344
H70 -4.535 -49.244 -6.516  0.321
C28 -5.015 -48.098 4.021  -0.752
C29 -3.582 -47.699 3.764  0.680
O21 -3.498 -46.378 3.214  -0.635
H71 -5.604 -48.093 3.102  0.280
H72 -5.510 -47.470 4.759  0.410
H73 -4.991 -49.144 4.340  -0.141
H74 -3.076 -48.402 3.093  -0.312
H75 -3.009 -47.679 4.703  0.267
H76 -2.761 -46.408 2.580  0.259

The strongest force on any atom comes out at 1.7 eV Å⁻¹. The molecular weight comes out at 771.7 u. The charge is -1. Its spin multiplicity is 1. For the HOMO-LUMO gap, the calculation gives 9.556 eV. The calculation puts the LUMO energy at 0.072 Ha.

Entry 2:
A cluster of 11 separate species, C29H76BrN4O11S10 in total, computed with the ωB97M-V functional and the def2-TZVPD basis.

Last column: Mulliken charge in e.
Atoms and positions in Å:
C1 0.325 -1.741 5.348  -1.391
C2 1.153 -1.646 4.034  0.167
Br1 2.931 -0.942 4.539  -0.164
C3 1.376 -3.053 3.371  -0.984
N1 0.685 -3.224 2.089  -0.124
C4 1.040 -2.504 1.026  0.310
N2 2.058 -1.621 1.058  -0.261
C5 2.160 -1.010 -0.133  0.248
C6 3.090 0.021 -0.695  -0.669
C7 3.351 1.174 0.401  0.238
C8 4.450 0.770 1.547  -0.800
O1 2.878 0.895 1.687  -0.251
N3 1.190 -1.581 -0.868  -0.193
N4 0.492 -2.506 -0.217  0.061
C9 -0.613 -3.328 -0.740  -0.429
H1 0.282 -0.715 5.757  0.423
H2 -0.697 -2.148 5.143  0.289
H3 0.866 -2.341 6.103  0.385
H4 0.678 -0.926 3.351  0.424
H5 1.005 -3.832 4.057  0.417
H6 2.467 -3.195 3.264  0.395
H7 -0.080 -3.877 1.984  0.205
H8 2.565 0.621 -1.459  0.321
H9 4.075 -0.334 -1.021  0.452
H10 3.366 2.224 0.033  0.478
H11 4.372 0.057 2.399  0.193
H12 4.767 -0.080 0.841  0.156
H13 1.013 -1.323 -1.835  0.316
H14 -1.026 -3.900 0.100  0.164
H15 -1.352 -2.658 -1.234  0.327
H16 -0.246 -4.006 -1.536  0.262
C10 -5.689 -1.581 -2.286  -0.937
S1 -4.430 -2.401 -3.268  0.338
O2 -3.218 -2.570 -2.393  -0.654
C11 -4.113 -1.012 -4.359  -0.496
H17 -6.012 -2.263 -1.501  0.412
H18 -5.278 -0.677 -1.837  0.194
H19 -6.538 -1.332 -2.919  0.409
H20 -3.804 -0.145 -3.779  0.017
H21 -5.014 -0.784 -4.922  0.255
H22 -3.316 -1.290 -5.049  0.418
C12 -5.181 -1.912 6.823  -0.942
S2 -3.885 -2.682 5.846  0.468
O3 -2.690 -2.835 6.724  -0.619
C13 -3.592 -1.259 4.780  -0.870
H23 -5.496 -2.617 7.591  0.311
H24 -4.800 -1.006 7.295  0.342
H25 -6.030 -1.674 6.181  0.387
H26 -3.314 -0.394 5.384  0.300
H27 -4.494 -1.044 4.206  0.422
H28 -2.778 -1.502 4.098  0.209
C14 -0.910 2.310 -5.184  -1.032
S3 -2.061 2.225 -3.802  0.589
O4 -3.416 1.984 -4.367  -0.643
C15 -1.964 3.971 -3.373  -1.002
H29 -0.846 1.321 -5.636  0.311
H30 -1.272 3.025 -5.923  0.334
H31 0.074 2.608 -4.820  0.389
H32 -2.257 4.578 -4.230  0.312
H33 -0.946 4.214 -3.069  0.384
H34 -2.645 4.158 -2.544  0.326
C16 -8.124 -1.602 9.273  -0.851
S4 -8.910 -2.160 7.752  0.525
O5 -8.382 -1.316 6.642  -0.609
C17 -10.552 -1.546 8.161  -0.969
H35 -7.065 -1.848 9.223  0.246
H36 -8.242 -0.523 9.377  0.293
H37 -8.575 -2.115 10.123  0.377
H38 -10.511 -0.471 8.337  0.317
H39 -10.920 -2.061 9.049  0.373
H40 -11.213 -1.753 7.322  0.325
C18 -8.914 2.756 -2.127  -1.008
S5 -7.417 1.812 -1.799  0.610
O6 -7.769 0.369 -1.909  -0.622
C19 -7.327 2.209 -0.045  -0.941
H41 -9.182 2.618 -3.173  0.317
H42 -9.724 2.396 -1.492  0.323
H43 -8.725 3.813 -1.937  0.370
H44 -8.240 1.885 0.456  0.331
H45 -7.190 3.284 0.077  0.360
H46 -6.473 1.684 0.381  0.274
C20 3.876 4.555 3.812  -1.170
S6 3.130 3.976 2.281  0.947
O7 3.718 4.778 1.165  -0.739
C21 1.490 4.643 2.615  -1.200
H47 4.930 4.280 3.803  0.326
H48 3.782 5.639 3.884  0.386
H49 3.383 4.076 4.658  0.367
H50 1.551 5.722 2.765  0.410
H51 1.078 4.162 3.502  0.379
H52 0.853 4.430 1.758  0.302
C22 7.357 2.303 -2.792  -1.007
S7 6.174 2.187 -1.444  0.924
O8 4.822 1.925 -2.052  -0.704
C23 6.231 3.922 -0.991  -0.841
H53 7.451 1.323 -3.254  0.211
H54 7.004 3.022 -3.533  0.381
H55 8.324 2.612 -2.393  0.339
H56 5.950 4.536 -1.848  0.351
H57 7.239 4.172 -0.658  0.354
H58 5.526 4.089 -0.175  0.102
C24 8.969 -0.719 0.950  -0.437
S8 9.916 0.810 0.962  0.358
O9 9.107 1.841 0.246  -0.546
C25 11.198 0.250 -0.168  -0.799
H59 8.086 -0.579 1.573  0.297
H60 8.664 -0.956 -0.068  -0.223
H61 9.578 -1.526 1.358  0.395
H62 10.757 -0.051 -1.115  0.151
H63 11.735 -0.587 0.278  0.362
H64 11.888 1.077 -0.333  0.380
C26 8.095 -1.573 -3.389  -0.538
S9 9.024 -2.782 -2.433  0.472
O10 10.205 -2.078 -1.856  -0.554
C27 9.606 -3.733 -3.846  -1.030
H65 7.671 -0.846 -2.697  -0.248
H66 8.759 -1.065 -4.090  0.381
H67 7.290 -2.075 -3.926  0.449
H68 10.173 -3.088 -4.517  0.320
H69 8.752 -4.166 -4.368  0.388
H70 10.249 -4.531 -3.479  0.354
C28 -5.513 -2.161 -9.268  -1.036
S10 -4.880 -1.454 -7.739  0.598
O11 -5.950 -1.596 -6.714  -0.623
C29 -4.897 0.256 -8.299  -0.851
H71 -5.621 -3.236 -9.129  0.341
H72 -6.484 -1.725 -9.502  0.313
H73 -4.807 -1.969 -10.076  0.370
H74 -5.908 0.538 -8.597  0.325
H75 -4.211 0.370 -9.139  0.372
H76 -4.570 0.890 -7.475  0.208

The strongest force on any atom comes out at 3.8 eV Å⁻¹. The molecular weight comes out at 1057.5 u. The charge is +1. Its spin multiplicity is 1. For the HOMO-LUMO gap, the calculation gives 7.983 eV. The calculation puts the LUMO energy at -0.076 Ha.